Run A
Formula: C5H7N
Source: the Open Molecules 2025 dataset
Level of theory: wB97M-V/def2-TZVPD

Each line ends with the Löwdin charge.
CARTESIAN COORDINATES (ANGSTROEM)
N: 0.242 0.608 -2.403  0.15
C: -0.476 0.885 -1.540  -0.22
C: -1.138 0.842 -0.239  -0.14
C: -0.423 -0.262 0.561  -0.29
C: 1.011 -0.078 0.966  -0.12
C: 0.664 -1.088 -0.093  -0.13
H: -2.199 0.607 -0.382  0.12
H: -1.084 1.820 0.253  0.12
H: -1.074 -0.764 1.276  0.13
H: 1.322 -0.415 1.952  0.10
H: 1.497 0.837 0.633  0.11
H: 0.959 -0.848 -1.136  0.08
H: 0.700 -2.144 0.151  0.10

The value obtained for the HOMO energy is -10.8 eV. The total charge is 0. As for the SMILES: N#CCC1CC1.

---

Run B
Formula: C5H7N
Source: the Open Molecules 2025 dataset
Level of theory: wB97M-V/def2-TZVPD

Each line ends with the Löwdin charge.
CARTESIAN COORDINATES (ANGSTROEM)
C: 1.525 1.320 1.823  -0.04
C: 1.175 -0.068 1.486  -0.19
C: 0.796 -0.624 0.047  -0.23
C: -0.709 -0.229 -0.061  -0.22
C: -1.378 -0.435 -1.434  -0.16
N: -1.875 -0.154 -2.515  0.10
H: 1.582 1.948 2.919  0.11
H: 1.623 2.117 0.971  0.06
H: 1.044 -0.831 2.391  0.12
H: 1.103 -1.754 -0.062  0.13
H: 1.391 -0.147 -0.789  0.11
H: -1.235 -0.842 0.667  0.10
H: -0.841 0.801 0.351  0.12

The value obtained for the HOMO energy is -9.9 eV. The total charge is 0. As for the SMILES: C=CCCC#N.

---

Which of them is least stable? Easy: run B.